# 1
{"formula": "C8H15GdNOP", "method": "ωB97M-V with the def2-TZVPD basis set", "s_squared": 16.393, "gap_ha": [0.1594, 0.2013], "multiplicity": 8, "e_homo_ev": [-4.6, -5.7], "charge": 0, "e_lumo_ev": [-0.31, -0.21], "species": ["C", "C", "C", "C", "C", "Gd", "P", "H", "H", "H", "H", "H", "H", "H", "H", "C", "N", "C", "C", "O", "H", "H", "H", "H", "H", "H", "H"], "xyz": [[-0.95486, 0.43188, -3.41013], [-1.48971, 1.60495, -4.04048], [-0.51061, 2.63007, -3.95431], [0.68048, 2.09629, -3.39717], [0.40963, 0.74975, -2.98733], [-0.58280, -1.07120, -0.59311], [-0.35953, -3.76221, -1.45667], [-1.43853, -0.55511, -3.36854], [-2.48615, 1.68363, -4.46845], [-0.64520, 3.65474, -4.28393], [1.14592, 0.04191, -2.56542], [1.62172, 2.62833, -3.25314], [0.81827, -4.17835, -2.18659], [-1.34983, -4.21599, -2.41077], [-0.42646, -4.92279, -0.60037], [0.42908, 1.58255, 3.09871], [0.44049, 0.15910, 3.46446], [0.59359, -0.22036, 4.86622], [0.35192, -0.79708, 2.56669], [0.00218, -0.57277, 1.34703], [0.55948, 2.14072, 4.03177], [-0.52472, 1.85934, 2.62913], [1.25626, 1.81056, 2.41112], [-0.30008, -0.74685, 5.23277], [1.45150, -0.89384, 4.99605], [0.74336, 0.68628, 5.45292], [0.56460, -1.82354, 2.87955]]}



# 2
{"formula": "C8H15N", "method": "ωB97M-V with the def2-TZVPD basis set", "gap_ha": 0.3538, "multiplicity": 1, "e_homo_ev": -8.6, "smiles": "C=N[C@]1(C)[C@H](C)C1(C)C", "charge": 0, "e_lumo_ev": 1.03, "species": ["C", "N", "C", "C", "C", "C", "C", "C", "C", "H", "H", "H", "H", "H", "H", "H", "H", "H", "H", "H", "H", "H", "H", "H"], "xyz": [[-2.55748, 0.21915, -0.97924], [-1.40503, 0.48197, -0.69755], [-0.57667, -0.39204, -0.03029], [-1.24391, -1.65989, 0.53171], [0.41877, 0.31393, 1.04245], [0.11563, 1.71104, 1.43368], [0.87849, -0.10000, -0.34140], [1.20853, 1.06635, -1.15622], [1.96468, -1.24212, -0.44938], [-3.14768, 0.94994, -1.40165], [-3.03875, -0.76928, -0.82789], [-1.89988, -2.34690, -0.19599], [-1.89328, -1.43572, 1.36199], [-0.54350, -2.41481, 1.04413], [0.93164, -0.28322, 1.84487], [-0.71927, 2.19865, 0.83808], [0.99249, 2.28836, 1.15794], [-0.13667, 1.70523, 2.43754], [1.34403, 0.72498, -2.19303], [2.15095, 1.52123, -0.81264], [0.48981, 1.97890, -1.13836], [2.02504, -1.78105, -1.40751], [1.63078, -1.88847, 0.28039], [3.01127, -0.84622, -0.34165]]}



# 3
{"formula": "C8H15N2O2", "method": "ωB97M-V with the def2-TZVPD basis set", "gap_ha": [0.3031, 0.2778], "multiplicity": 1, "e_homo_ev": [-11.9, -10.7], "charge": 1, "e_lumo_ev": [-3.63, -3.14], "species": ["C", "C", "C", "C", "C", "C", "C", "C", "N", "N", "O", "O", "H", "H", "H", "H", "H", "H", "H", "H", "H", "H", "H", "H", "H", "H", "H"], "xyz": [[-2.37618, -1.15100, 0.53084], [-1.35329, -1.19905, -0.34840], [-0.84250, 0.07537, 1.37574], [-0.07880, 2.46779, -1.27367], [-2.80112, 0.12841, 2.72951], [1.99134, -0.10945, -2.47701], [2.85240, -0.99403, 0.38671], [0.80865, -0.10225, -0.41887], [-2.06760, -0.35551, 1.55090], [-0.36605, -0.41329, 0.21813], [0.84847, -0.51979, -1.66377], [1.95061, 0.18063, 0.32481], [-3.26839, -1.64446, 0.42105], [-1.26527, -1.47199, -1.30687], [-0.48494, 0.90905, 1.88140], [0.21596, 2.68713, -2.29127], [0.40083, 2.92449, -0.42982], [-1.00529, 1.99232, -0.98358], [-2.10304, 0.22354, 3.55395], [-3.41858, 1.00292, 2.43058], [-3.72736, -0.59851, 2.87201], [2.84435, -0.70571, -2.36302], [2.47959, 0.87065, -2.19544], [1.61143, -0.19035, -3.53399], [3.90300, -0.82254, 0.22181], [2.62511, -1.63966, -0.49392], [2.62671, -1.54471, 1.28217]]}



# 4
{"formula": "C8H15N2O2", "method": "ωB97M-V with the def2-TZVPD basis set", "gap_ha": 0.3441, "multiplicity": 1, "e_homo_ev": -13.9, "smiles": "CC1(C)OCC/C1=[NH+]\\CC(N)=O", "charge": 1, "e_lumo_ev": -4.57, "species": ["C", "C", "C", "O", "C", "C", "C", "N", "C", "C", "N", "O", "H", "H", "H", "H", "H", "H", "H", "H", "H", "H", "H", "H", "H", "H", "H"], "xyz": [[-2.45073, 1.14180, 0.84459], [-1.65259, 0.32736, -0.15161], [-1.38339, 1.04474, -1.48775], [-2.32931, -0.88254, -0.53492], [-1.67869, -1.90184, 0.18543], [-0.18911, -1.59436, 0.57658], [-0.25828, -0.10286, 0.46956], [0.80114, 0.70227, 0.57622], [2.11840, 0.37835, 1.05068], [2.77150, -0.36097, -0.17117], [3.30919, 0.45081, -1.08275], [2.75807, -1.55255, -0.27854], [-2.23978, 0.65076, 1.82361], [-3.48727, 1.05251, 0.55222], [-2.04161, 2.15155, 0.92992], [-0.94719, 0.28662, -2.21111], [-0.70010, 1.94598, -1.35686], [-2.25832, 1.34405, -1.98389], [-1.65269, -2.78906, -0.47099], [-2.23048, -2.21081, 0.99460], [0.00397, -1.78519, 1.62705], [0.63403, -1.95382, -0.04619], [0.81089, 1.54687, 0.08457], [2.05729, -0.25532, 1.89603], [2.73458, 1.27585, 1.05053], [3.59009, -0.17476, -1.84221], [3.91039, 1.26453, -1.04362]]}



# 5
{"formula": "C8H15N3", "method": "ωB97M-V with the def2-TZVPD basis set", "gap_ha": [0.2788, 0.2790], "multiplicity": 1, "e_homo_ev": [-7.2, -7.2], "charge": 0, "e_lumo_ev": [0.40, 0.40], "species": ["C", "C", "C", "C", "C", "C", "C", "C", "N", "N", "N", "H", "H", "H", "H", "H", "H", "H", "H", "H", "H", "H", "H", "H", "H", "H"], "xyz": [[0.33671, 1.95914, 0.42185], [-0.86836, 1.39357, 0.56607], [1.51437, 1.31325, -0.31658], [-1.42806, 0.31997, -0.19527], [2.15427, 0.05844, 0.39024], [1.23596, -1.01162, 0.25578], [3.45942, -0.37791, -0.27099], [-3.05020, -1.29633, -0.66638], [0.78112, -1.68878, 1.20148], [-3.44517, 0.64682, 0.77825], [-2.68307, -0.04083, -0.02046], [0.69810, 2.82838, 0.99029], [-1.75799, 1.92584, 1.08617], [1.13860, 0.95382, -1.26111], [2.16161, 2.02494, -0.58591], [-0.72657, -0.20889, -0.92822], [2.29589, 0.33893, 1.43281], [0.93512, -1.17541, -0.81034], [3.33303, -0.88538, -1.26127], [3.96658, -0.99077, 0.50280], [4.06697, 0.50147, -0.40060], [-4.12580, -1.41685, -0.58799], [-2.90055, -1.38166, -1.70819], [-2.58600, -2.16219, -0.13814], [-0.06240, -2.21770, 0.93617], [-4.44359, 0.58973, 0.58953]]}



# 6
{"formula": "C8H15N3O", "method": "ωB97M-V with the def2-TZVPD basis set", "gap_ha": 0.3861, "multiplicity": 1, "e_homo_ev": -18.1, "charge": 2, "e_lumo_ev": -7.62, "species": ["C", "C", "C", "C", "C", "C", "C", "C", "N", "N", "N", "O", "H", "H", "H", "H", "H", "H", "H", "H", "H", "H", "H", "H", "H", "H", "H"], "xyz": [[-0.60235, 0.29546, 0.58767], [1.04775, -1.50766, -2.73771], [4.26526, -2.28759, -1.68169], [-3.03797, 0.71148, 0.41283], [-1.34941, 2.46060, 0.12841], [-1.51000, 1.22522, 2.46626], [1.50273, -0.99102, 0.95743], [-1.67123, 1.11106, 0.85186], [3.17636, -2.48143, -2.28531], [2.09976, -1.74687, -2.29356], [0.41324, -0.23672, 0.66505], [-0.04472, -1.03296, -2.98543], [5.04209, -3.14918, -1.58745], [4.53148, -1.37585, -1.17990], [-3.57161, -0.15223, 0.84863], [-3.57853, 1.65238, 0.49997], [-3.04968, 0.38816, -0.59556], [-0.28642, 2.36868, -0.30618], [-1.65812, 3.28944, 0.83854], [-1.93236, 2.52843, -0.78350], [-2.52257, 1.44607, 2.73213], [-0.91229, 2.07499, 2.63931], [-1.15425, 0.38254, 3.08756], [2.39846, -0.28960, 0.94398], [1.60968, -1.81605, 0.28191], [1.35608, -1.32911, 2.09086], [-0.56138, -1.53824, -3.59611]]}



# 7
{"formula": "C8H15N3OS", "method": "ωB97M-V with the def2-TZVPD basis set", "gap_ha": 0.3526, "multiplicity": 1, "e_homo_ev": -9.0, "smiles": "Cc1cnn([C@@H](C)[C@@H](C)[S@H](=N)=O)c1", "charge": 0, "e_lumo_ev": 0.64, "species": ["C", "C", "C", "N", "N", "C", "C", "C", "C", "S", "N", "O", "C", "H", "H", "H", "H", "H", "H", "H", "H", "H", "H", "H", "H", "H", "H", "H"], "xyz": [[-3.94430, -0.26047, 0.46165], [-2.57914, 0.33970, 0.04132], [-2.09829, 1.64311, 0.30362], [-0.85352, 1.68042, -0.05481], [-0.45347, 0.49529, -0.53217], [0.86212, 0.22584, -0.92229], [1.42543, 1.43032, -1.70170], [1.89198, -0.05508, 0.50331], [1.10134, 0.20227, 1.75452], [2.22335, -1.79809, 0.25281], [3.16960, -2.04980, -0.88467], [1.02155, -2.56567, 0.25748], [-1.50071, -0.36090, -0.44433], [-4.39253, -0.75623, -0.38640], [-3.81609, -0.92922, 1.29069], [-4.58954, 0.52944, 0.84716], [-2.67145, 2.44059, 0.66249], [0.81269, -0.56729, -1.53405], [2.48303, 1.29184, -1.80841], [1.22656, 2.29545, -1.09392], [1.06031, 1.54650, -2.63004], [2.81303, 0.47136, 0.35850], [0.02949, -0.01440, 1.45199], [1.49233, -0.43669, 2.53018], [1.12497, 1.15494, 2.32288], [2.93239, -1.92676, 1.50718], [2.85002, -2.67082, -1.66358], [-1.62116, -1.35562, -0.88941]]}



# 8
{"formula": "C8H15NO", "method": "ωB97M-V with the def2-TZVPD basis set", "gap_ha": [0.3324, 0.2636], "multiplicity": 1, "e_homo_ev": [-8.3, -6.9], "charge": 0, "e_lumo_ev": [0.70, 0.32], "species": ["C", "C", "C", "C", "C", "C", "C", "C", "N", "O", "H", "H", "H", "H", "H", "H", "H", "H", "H", "H", "H", "H", "H", "H", "H"], "xyz": [[1.61387, 0.85047, -0.47507], [0.69252, 2.06435, -0.29394], [1.25672, -0.30082, 0.53587], [-0.90166, -1.32028, 1.36310], [-0.70103, 2.02440, -1.00698], [-2.22399, -0.33719, 1.07742], [0.05785, -1.16544, 0.29847], [0.07831, -1.97470, -0.91287], [-1.48438, 0.85176, -0.66774], [-1.93938, 0.89681, 0.67520], [1.55436, 0.44613, -1.46494], [2.62276, 1.18402, -0.08101], [0.63796, 2.24064, 0.81425], [1.23828, 3.05242, -0.57383], [2.13305, -0.89365, 0.49771], [1.23880, 0.03962, 1.48868], [-0.47333, -0.97233, 2.29293], [-1.35121, -2.28298, 1.38210], [-1.28170, 3.03578, -0.84000], [-0.56168, 1.86762, -2.20334], [-2.82705, -0.79352, 0.35262], [-2.86070, -0.23563, 2.00943], [0.62481, -2.94846, -0.87933], [0.44667, -1.43396, -1.70796], [-0.88705, -2.25470, -1.12400]]}



# 9
{"formula": "C8H15NO", "method": "ωB97M-V with the def2-TZVPD basis set", "gap_ha": [0.2302, 0.2302], "multiplicity": 1, "e_homo_ev": [-7.0, -7.0], "charge": 0, "e_lumo_ev": [-0.77, -0.77], "species": ["C", "C", "C", "C", "O", "H", "H", "H", "H", "H", "H", "H", "H", "C", "C", "C", "C", "N", "H", "H", "H", "H", "H", "H", "H"], "xyz": [[-1.76104, -0.47681, -1.88003], [-1.30808, -0.72528, 1.53188], [-0.27885, -0.65562, 0.41612], [0.20012, -1.88283, -0.01751], [-1.07933, 0.24846, -0.86046], [-1.19492, -1.37353, -2.15274], [-1.87333, 0.18121, -2.74305], [-2.75193, -0.77183, -1.52701], [-1.86948, 0.20240, 1.62106], [-2.02748, -1.52027, 1.32747], [-0.81295, -0.91976, 2.48631], [-0.09090, -2.78981, 0.49329], [0.88586, -1.98696, -0.84771], [2.28926, 0.09297, 0.61178], [0.83252, 0.51458, 0.61673], [0.42363, 1.04571, -1.29723], [0.49875, 1.53468, 1.46374], [0.39176, 2.22781, -1.69385], [-0.20907, 2.85606, -1.16901], [0.96398, 0.24894, -1.80139], [2.56781, -0.40218, 1.54442], [2.54971, -0.59522, -0.19240], [2.92145, 0.97487, 0.48504], [1.24093, 2.04510, 2.06755], [-0.50842, 1.92733, 1.51700]]}



Energy above the lowest of the compared OMol25 structures with the same formula, charge and spin / kcal per mole: 0.0, 66.4, 96.6, 0.0, 113.3, 73.6, 70.8, 139.7, 167.3